[1]
{"formula": "C3H8O4", "method": "ωB97M-V with the def2-TZVPD basis set", "e_homo_ha": -0.364, "smiles": "CC(=O)O.OCO", "de_lowest_kj_mol": 177.6, "energy_ha": -420.02376, "homo_lumo_gap_ev": 10.39, "elements": ["C", "O", "O", "H", "H", "H", "H", "C", "C", "O", "O", "H", "H", "H", "H"], "positions_angstrom": [[1.522, -0.327, 0.033], [1.671, -1.693, -0.095], [2.369, 0.403, -0.796], [1.063, -2.073, 0.589], [2.449, -0.108, -1.618], [1.659, -0.005, 1.069], [0.376, 0.012, -0.323], [-1.729, 0.435, -0.650], [-1.040, -0.011, 0.760], [-0.799, 1.062, 1.557], [-1.195, -1.142, 1.213], [-0.613, 1.881, 1.065], [-2.793, 0.477, -0.421], [-1.400, 1.422, -0.981], [-1.540, -0.334, -1.401]], "forces_ev_per_a": [[-2.574, 1.639, -0.923], [-0.575, -0.472, 0.677], [0.404, -0.812, -0.042], [0.634, 0.168, -0.874], [0.028, 0.240, 0.165], [0.056, 0.191, -0.108], [3.067, -1.021, 0.787], [0.913, -0.767, 1.648], [-3.659, -0.406, -0.869], [0.733, -0.359, 0.276], [1.169, 2.208, -0.723], [-0.224, -0.573, -0.038], [-0.039, -0.039, -0.047], [0.107, -0.165, -0.023], [-0.041, 0.169, 0.093]], "nbo_charge": [0.280, -0.721, -0.709, 0.499, 0.477, 0.148, 0.093, -0.721, 0.774, -0.691, -0.609, 0.493, 0.241, 0.209, 0.236]}

---

[2]
{"formula": "C18H61BNO15P3S9", "method": "ωB97M-V with the def2-TZVPD basis set", "e_homo_ha": -0.291, "energy_ha": -6538.22793, "homo_lumo_gap_ev": 7.06, "elements": ["N", "P", "O", "O", "B", "P", "O", "P", "O", "O", "O", "H", "H", "H", "H", "H", "H", "H", "C", "S", "O", "C", "H", "H", "H", "H", "H", "H", "C", "S", "O", "C", "H", "H", "H", "H", "H", "H", "C", "S", "O", "C", "H", "H", "H", "H", "H", "H", "C", "S", "O", "C", "H", "H", "H", "H", "H", "H", "C", "S", "O", "C", "H", "H", "H", "H", "H", "H", "C", "S", "O", "C", "H", "H", "H", "H", "H", "H", "C", "S", "O", "C", "H", "H", "H", "H", "H", "H", "C", "S", "O", "C", "H", "H", "H", "H", "H", "H", "C", "S", "O", "C", "H", "H", "H", "H", "H", "H"], "positions_angstrom": [[1.110, -0.197, 1.112], [1.608, 1.228, 0.735], [2.665, 1.861, 1.734], [2.278, 1.377, -0.709], [0.096, 2.353, 0.833], [0.350, 4.157, 1.477], [0.146, 5.100, 0.346], [-1.637, 1.693, 0.387], [-2.299, 2.563, -0.583], [-1.536, 0.205, -0.167], [-2.374, 1.549, 1.805], [1.520, -0.607, 1.946], [3.001, 1.194, 2.354], [3.209, 1.125, -0.646], [1.625, 4.248, 2.046], [-0.546, 4.340, 2.545], [-1.441, -0.424, 0.557], [-3.276, 1.237, 1.647], [1.211, -5.170, 2.802], [1.252, -3.651, 1.845], [0.993, -2.540, 2.804], [-0.253, -3.916, 0.920], [2.067, -5.157, 3.475], [0.286, -5.225, 3.371], [1.286, -6.019, 2.124], [-1.087, -4.043, 1.606], [-0.138, -4.803, 0.298], [-0.401, -3.039, 0.290], [-3.792, -5.997, 0.874], [-3.125, -6.711, 2.380], [-1.782, -6.098, 2.582], [-2.844, -8.352, 1.712], [-3.993, -4.946, 1.066], [-3.063, -6.095, 0.070], [-4.721, -6.505, 0.615], [-2.181, -8.285, 0.850], [-3.799, -8.794, 1.430], [-2.380, -8.950, 2.493], [-3.518, 1.576, -5.359], [-3.534, 1.421, -3.566], [-4.576, 0.406, -3.243], [-4.234, 3.031, -3.237], [-3.137, 0.641, -5.765], [-4.528, 1.754, -5.728], [-2.859, 2.396, -5.646], [-5.193, 3.141, -3.740], [-3.535, 3.797, -3.576], [-4.361, 3.116, -2.160], [4.386, -2.786, 3.411], [4.683, -1.405, 4.509], [4.228, -0.180, 3.784], [6.471, -1.448, 4.417], [3.309, -2.869, 3.308], [4.835, -2.589, 2.439], [4.800, -3.699, 3.833], [6.788, -1.344, 3.381], [6.825, -2.395, 4.819], [6.855, -0.623, 5.014], [-0.470, 0.117, 4.357], [0.255, 1.639, 4.973], [1.053, 2.202, 3.845], [1.446, 0.864, 6.067], [-1.211, 0.388, 3.606], [0.305, -0.504, 3.905], [-0.956, -0.409, 5.180], [2.088, 0.199, 5.488], [0.915, 0.315, 6.845], [2.044, 1.654, 6.516], [-7.026, 6.950, -3.156], [-7.315, 5.233, -2.719], [-6.911, 4.418, -3.893], [-9.108, 5.324, -2.749], [-5.950, 7.091, -3.232], [-7.499, 7.165, -4.114], [-7.425, 7.594, -2.373], [-9.438, 5.651, -3.735], [-9.448, 6.015, -1.978], [-9.490, 4.327, -2.543], [1.736, 9.194, -2.757], [0.310, 9.056, -1.670], [0.192, 10.355, -0.955], [1.050, 7.886, -0.534], [1.495, 9.922, -3.528], [2.597, 9.534, -2.182], [1.935, 8.225, -3.215], [1.961, 8.320, -0.118], [1.262, 6.955, -1.054], [0.334, 7.687, 0.256], [0.234, -0.394, -7.912], [-0.022, -2.106, -7.433], [0.396, -2.945, -8.583], [-1.816, -2.038, -7.464], [1.307, -0.234, -7.998], [-0.246, -0.211, -8.873], [-0.174, 0.262, -7.144], [-2.155, -1.741, -8.456], [-2.165, -1.332, -6.711], [-2.191, -3.032, -7.230], [6.375, -6.506, 2.616], [7.551, -5.341, 3.313], [7.230, -4.009, 2.737], [8.984, -5.963, 2.433], [5.391, -6.259, 3.008], [6.375, -6.414, 1.530], [6.646, -7.518, 2.918], [8.801, -5.909, 1.360], [9.179, -6.991, 2.740], [9.831, -5.334, 2.697]], "forces_ev_per_a": [[-0.092, 0.273, 0.217], [-0.344, -0.581, 0.013], [0.787, -0.022, -0.359], [0.001, 0.203, 0.014], [0.209, 0.130, 0.288], [-0.273, -0.147, 0.173], [-0.017, 0.180, -0.437], [0.328, 0.193, -0.548], [-0.260, 0.314, -0.292], [-0.480, -0.079, 0.105], [-0.064, -0.188, 0.156], [-0.069, -0.317, -0.120], [0.057, 0.161, 0.368], [0.134, -0.010, -0.240], [-0.033, -0.133, 0.279], [0.123, -0.018, 0.216], [0.527, -0.200, -0.034], [-0.164, 0.091, 0.176], [-0.039, -0.034, 0.068], [0.184, -0.113, -0.238], [-0.059, -0.056, 0.405], [-0.156, 0.163, -0.091], [0.036, 0.064, -0.049], [-0.056, 0.013, -0.041], [-0.019, -0.005, -0.010], [0.027, -0.055, 0.071], [0.019, -0.015, 0.013], [0.119, 0.020, 0.004], [-0.017, 0.013, -0.064], [-0.088, 0.001, 0.043], [0.009, -0.070, -0.013], [0.010, -0.064, -0.050], [-0.001, 0.006, 0.028], [0.024, -0.012, 0.020], [-0.014, 0.009, 0.006], [0.006, 0.034, 0.006], [-0.007, -0.006, 0.011], [0.000, 0.015, 0.028], [-0.077, 0.082, -0.139], [0.242, -0.068, 0.160], [-0.089, -0.033, -0.033], [-0.078, 0.055, -0.046], [0.000, -0.022, 0.024], [-0.020, -0.007, 0.055], [0.020, -0.001, 0.017], [0.065, -0.084, 0.004], [0.052, -0.019, 0.043], [0.116, -0.056, 0.028], [-0.100, -0.062, -0.140], [-0.018, -0.082, 0.007], [-0.091, 0.110, -0.124], [0.080, 0.193, 0.022], [-0.126, 0.099, 0.077], [0.086, 0.032, 0.035], [0.066, 0.058, 0.067], [-0.030, -0.042, -0.025], [-0.015, -0.035, -0.023], [-0.060, 0.020, 0.017], [0.025, -0.053, -0.005], [-0.222, -0.282, 0.156], [-0.073, 0.247, -0.316], [0.076, -0.058, 0.045], [0.037, 0.045, 0.031], [-0.060, 0.022, 0.052], [0.005, 0.007, 0.025], [-0.015, 0.047, -0.062], [-0.017, 0.014, 0.004], [-0.005, 0.031, -0.002], [-0.019, 0.087, -0.021], [0.018, -0.004, 0.124], [-0.163, 0.090, -0.180], [-0.088, 0.048, 0.003], [0.016, -0.025, 0.013], [-0.002, -0.038, -0.009], [0.016, 0.002, 0.014], [0.034, -0.010, -0.017], [-0.002, -0.009, 0.014], [0.026, -0.023, 0.004], [0.068, -0.008, -0.056], [-0.039, -0.070, -0.019], [0.028, 0.079, 0.028], [0.133, 0.083, 0.005], [-0.026, 0.012, 0.007], [-0.021, 0.009, 0.032], [-0.007, -0.004, -0.004], [-0.021, 0.051, -0.024], [-0.068, -0.055, 0.027], [-0.055, -0.046, -0.017], [-0.015, 0.092, -0.011], [-0.006, 0.003, 0.089], [0.019, -0.032, -0.090], [-0.121, 0.036, 0.005], [0.016, -0.024, 0.007], [-0.002, -0.037, -0.007], [0.011, -0.002, 0.012], [0.052, -0.003, -0.019], [0.002, -0.018, 0.025], [0.036, -0.025, 0.012], [-0.030, -0.051, -0.057], [0.047, -0.120, 0.087], [0.010, 0.028, -0.071], [0.051, -0.035, -0.058], [0.002, 0.017, 0.019], [0.013, 0.035, 0.001], [-0.006, -0.001, 0.016], [-0.025, 0.026, 0.003], [0.004, 0.002, 0.016], [-0.006, 0.022, 0.020]], "lowdin_charge": [-0.102, 0.423, -0.187, -0.136, -0.342, 0.675, -0.455, 0.373, -0.268, -0.145, -0.149, -0.030, 0.050, 0.080, 0.006, 0.006, 0.059, 0.095, -0.258, 0.816, -0.569, -0.261, 0.039, 0.039, 0.057, 0.035, 0.058, 0.046, -0.265, 0.833, -0.569, -0.268, 0.053, 0.059, 0.056, 0.059, 0.055, 0.050, -0.271, 0.793, -0.561, -0.278, 0.017, 0.059, 0.051, 0.018, 0.063, 0.040, -0.270, 0.828, -0.555, -0.269, -0.009, 0.069, 0.041, 0.058, 0.042, 0.051, -0.250, 0.844, -0.572, -0.255, 0.026, 0.028, 0.059, 0.036, 0.055, 0.054, -0.268, 0.814, -0.554, -0.272, 0.052, 0.058, 0.054, 0.058, 0.052, 0.050, -0.281, 0.798, -0.565, -0.290, 0.044, 0.054, 0.050, 0.059, 0.043, 0.039, -0.272, 0.797, -0.557, -0.268, 0.049, 0.058, 0.049, 0.060, 0.033, 0.050, -0.263, 0.808, -0.555, -0.267, 0.040, 0.062, 0.055, 0.061, 0.055, 0.052]}

---

[3]
{"formula": "C26H47BGeIrN6", "method": "ωB97M-V with the def2-TZVPD basis set", "e_homo_ha": -0.658, "energy_ha": -3552.55119, "charge": 3, "homo_lumo_gap_ev": 7.33, "elements": ["Ir", "C", "C", "C", "C", "C", "C", "N", "N", "B", "N", "C", "C", "C", "N", "C", "C", "C", "N", "C", "C", "C", "N", "C", "C", "C", "H", "H", "H", "H", "H", "H", "H", "H", "H", "H", "H", "H", "H", "H", "H", "H", "H", "H", "H", "H", "H", "H", "H", "H", "H", "H", "H", "H", "C", "C", "C", "C", "Ge", "C", "C", "C", "C", "H", "H", "H", "H", "H", "H", "H", "H", "H", "H", "H", "H", "H", "H", "H", "H", "H", "H", "H"], "positions_angstrom": [[-1.237, -0.388, 0.068], [-0.835, -2.125, -1.902], [-1.141, -3.501, -1.320], [0.009, -4.488, -1.532], [-1.595, -3.387, 0.100], [-2.146, -4.351, 0.936], [-2.725, -3.647, 1.981], [-2.510, -2.342, 1.798], [-1.756, -2.185, 0.689], [-3.195, -1.103, 2.364], [-3.898, -0.417, 1.145], [-5.154, -0.002, 0.929], [-5.182, 0.802, -0.205], [-3.866, 0.873, -0.648], [-3.135, 0.072, 0.144], [-3.172, 1.831, -1.571], [-3.417, 3.251, -1.044], [-1.678, 1.519, -1.676], [-2.104, -0.097, 2.800], [-2.037, 0.643, 3.910], [-1.096, 1.641, 3.730], [-0.614, 1.481, 2.434], [-1.215, 0.395, 1.899], [0.358, 2.379, 1.731], [1.700, 2.425, 2.455], [-0.230, 3.782, 1.553], [-0.892, -2.112, -2.992], [-1.628, -1.375, -1.596], [0.159, -1.780, -1.631], [-2.014, -3.887, -1.856], [0.911, -4.157, -1.014], [-0.255, -5.472, -1.149], [0.237, -4.594, -2.591], [-2.200, -5.411, 0.757], [-3.329, -3.988, 2.807], [-3.952, -1.359, 3.240], [-5.945, -0.265, 1.613], [-6.035, 1.324, -0.605], [-3.575, 1.772, -2.586], [-3.020, 3.361, -0.035], [-2.946, 3.987, -1.696], [-4.481, 3.472, -1.006], [-1.187, 1.495, -0.620], [-1.472, 0.642, -2.278], [-1.124, 2.351, -2.116], [-2.657, 0.409, 4.760], [-0.798, 2.386, 4.448], [0.502, 1.983, 0.702], [1.577, 2.899, 3.429], [2.112, 1.428, 2.628], [2.421, 3.020, 1.894], [-0.427, 4.230, 2.527], [0.473, 4.425, 1.025], [-1.170, 3.758, 1.004], [4.628, -0.422, 1.167], [3.856, -1.732, 1.089], [2.652, -1.823, 0.139], [1.284, -1.250, 0.691], [1.612, 0.304, -0.454], [1.548, 0.536, -2.357], [2.970, 0.449, -2.998], [3.855, 1.650, -2.670], [5.243, 1.516, -3.288], [5.546, -0.586, 1.727], [4.084, 0.366, 1.693], [4.915, -0.057, 0.177], [3.530, -2.046, 2.083], [4.541, -2.511, 0.746], [2.469, -2.879, -0.060], [2.922, -1.443, -0.873], [1.309, -0.962, 1.739], [0.495, -1.975, 0.533], [2.648, 1.140, 0.251], [1.191, 1.561, -2.512], [0.862, -0.140, -2.868], [2.836, 0.401, -4.079], [3.465, -0.486, -2.721], [3.956, 1.786, -1.587], [3.369, 2.553, -3.051], [5.716, 0.578, -2.994], [5.892, 2.331, -2.975], [5.192, 1.536, -4.377]], "forces_ev_per_a": [[-0.361, 0.070, -0.039], [0.324, -0.001, 0.049], [-0.115, -0.033, -0.031], [0.036, 0.112, 0.009], [0.023, -0.170, -0.004], [-0.105, 0.122, -0.040], [-0.118, 0.013, -0.176], [0.511, -0.304, 0.338], [-0.133, -0.253, 0.282], [-0.130, 0.221, 0.025], [-0.354, -0.250, -0.095], [0.114, 0.172, -0.103], [0.034, 0.039, 0.220], [-0.035, -0.013, -0.062], [-0.096, 0.148, -0.099], [-0.067, -0.007, 0.067], [0.054, 0.045, -0.095], [0.046, 0.158, 0.199], [-0.074, -0.024, 0.096], [0.132, 0.011, -0.010], [0.004, -0.085, -0.076], [-0.127, 0.004, 0.191], [0.133, 0.341, -0.066], [-0.018, 0.005, -0.051], [0.013, -0.039, -0.014], [0.024, -0.043, 0.040], [-0.101, 0.124, 0.006], [-0.250, 0.022, -0.261], [0.112, -0.178, -0.152], [0.029, -0.017, 0.008], [0.015, -0.016, 0.010], [-0.003, -0.005, 0.002], [-0.004, 0.000, -0.017], [0.017, -0.021, 0.026], [0.022, -0.024, 0.029], [0.010, 0.037, -0.013], [-0.013, -0.039, 0.002], [-0.019, -0.015, -0.019], [-0.040, -0.125, 0.032], [-0.005, 0.010, 0.047], [0.012, 0.010, 0.009], [-0.010, -0.005, -0.025], [-0.028, -0.065, -0.165], [0.071, -0.042, -0.158], [0.022, 0.014, 0.046], [-0.026, 0.004, 0.007], [-0.013, 0.035, 0.004], [0.010, -0.040, 0.001], [-0.003, -0.004, 0.010], [0.020, 0.003, 0.008], [0.011, -0.001, -0.002], [0.009, 0.011, 0.007], [0.003, 0.007, -0.007], [-0.031, 0.025, -0.030], [-0.106, 0.028, 0.053], [0.070, -0.063, -0.030], [0.021, -0.226, 0.214], [-0.210, 0.289, -0.084], [0.532, -0.110, 0.104], [0.109, 0.105, -0.810], [0.028, 0.113, 0.350], [0.052, -0.024, -0.024], [0.004, -0.015, -0.044], [0.015, 0.021, -0.009], [-0.004, -0.011, -0.024], [-0.007, -0.004, -0.012], [-0.022, 0.000, -0.004], [0.004, 0.006, 0.002], [-0.133, 0.019, -0.159], [0.161, 0.092, 0.043], [0.139, -0.006, -0.004], [0.139, -0.189, 0.087], [-0.020, 0.115, 0.122], [-0.083, -0.057, 0.044], [-0.064, 0.024, 0.195], [-0.150, -0.029, -0.048], [0.026, 0.007, -0.002], [-0.017, -0.042, 0.006], [-0.003, 0.022, 0.042], [0.022, 0.001, 0.021], [-0.018, 0.013, -0.002], [-0.019, -0.023, 0.011]], "lowdin_charge": [1.273, -0.073, -0.316, -0.008, -0.217, 0.065, 0.032, 0.012, -0.092, -0.442, 0.024, 0.028, 0.056, -0.208, -0.080, -0.305, -0.018, -0.081, 0.010, 0.021, 0.054, -0.226, -0.061, -0.399, -0.049, -0.012, 0.131, 0.052, 0.031, 0.168, 0.072, 0.101, 0.104, 0.139, 0.157, 0.142, 0.155, 0.138, 0.167, 0.076, 0.103, 0.100, 0.048, 0.067, 0.116, 0.155, 0.138, 0.036, 0.106, 0.071, 0.100, 0.106, 0.104, 0.064, -0.089, -0.221, -0.245, -0.255, 1.109, -0.300, -0.251, -0.279, -0.082, 0.099, 0.052, 0.077, 0.128, 0.131, 0.119, 0.094, 0.089, 0.026, 0.021, 0.082, 0.062, 0.133, 0.102, 0.081, 0.121, 0.081, 0.088, 0.090]}

---

no.,E_LUMO (eV)
1,0.489
2,-0.847
3,-10.577